ORCA calculation (ωB97M-V with the def2-TZVPD basis set) on the molecule C4H7N3 at a distorted geometry.

Each line ends with the Mulliken charge.
Atoms and positions in Å:
H  0.38  1.74  -0.40  0.3443
H  1.41  -0.69  0.40  0.4036
C  0.58  -1.06  -0.22  -1.2530
N  -1.13  -0.17  1.32  -0.1533
N  -2.37  -1.57  -1.74  -0.4177
H  -0.69  1.16  -1.75  0.2915
N  -0.45  -0.90  2.01  -0.5475
C  -0.58  1.21  -0.57  -1.3077
C  -1.74  -1.01  -1.00  -0.0696
H  0.22  -2.01  0.02  0.4347
H  -1.39  1.99  -0.13  0.3124
H  0.83  -0.98  -1.34  0.3246
C  -0.62  -0.22  -0.09  1.3632
H  -0.86  -0.69  2.98  0.2746

Summary:
Energy above the lowest of the compared OMol25 structures with the same formula, charge and spin ... 274.2 kJ/mol
Orbital gap ... 10.5 eV
SMILES ... [H]/N=N/C(C)(C)C#N
LUMO ... 0.526 eV
HOMO level ... -9.93 eV

***

ORCA calculation (ωB97M-V with the def2-TZVPD basis set) on the ion C2H8N3O with charge +1 at a distorted geometry.

Each line ends with the Mulliken charge.
Atoms and positions in Å:
H  1.69  1.31  -0.74  0.3132
N  -0.08  -1.31  0.74  -0.2666
N  -0.54  0.84  0.31  -0.4033
O  -1.44  -0.93  -0.71  -0.3510
H  -2.03  0.79  -1.00  0.3175
H  0.97  0.16  1.54  0.3826
C  0.55  -0.09  0.53  0.3917
N  -1.72  0.24  -0.24  0.2628
H  2.52  -0.35  -0.43  0.3698
H  1.23  -0.23  -1.49  0.3847
C  1.54  0.15  -0.61  -1.2596
H  0.32  -2.07  0.39  0.2284
H  -2.45  0.25  0.51  0.3440
H  -0.57  1.25  1.20  0.2857

Summary:
2S+1 ... 3
Energy above the lowest of the compared OMol25 structures with the same formula, charge and spin ... 438.0 kJ/mol
Orbital gap (alpha / beta) ... 11.1 / 7.3 eV
LUMO (alpha / beta) ... -3.479 / -8.085 eV
<S²> ... 2.01
Total charge ... +1
HOMO level (alpha / beta) ... -14.62 / -15.34 eV

***

ORCA calculation (ωB97M-V with the def2-TZVPD basis set) on the molecule C5H4N2O at a distorted geometry.

Each line ends with the Mulliken charge.
Atoms and positions in Å:
H  -1.68  -1.59  0.20  0.3821
N  0.23  1.99  -0.06  -0.7435
H  -1.32  1.43  -0.26  0.4835
C  2.17  -0.80  -0.13  0.0571
H  -3.19  0.59  -0.06  0.2399
C  0.06  -0.43  0.15  0.6677
O  2.12  0.56  0.04  -0.3236
C  -1.36  -0.56  0.15  -0.4617
H  3.14  -1.26  -0.11  0.3738
C  -2.03  0.57  -0.03  -0.6406
N  1.07  -1.35  0.02  -0.5752
C  0.78  0.85  0.10  0.5403

Summary:
Energy above the lowest of the compared OMol25 structures with the same formula, charge and spin ... 409.6 kJ/mol
Orbital gap (alpha / beta) ... 6.7 / 6.2 eV
LUMO (alpha / beta) ... -1.825 / -1.949 eV
HOMO level (alpha / beta) ... -8.54 / -8.15 eV